Computed, not measured: a single C4H10N2O2 molecule, with wB97M-V/def2-TZVPD.

ORCA input file:
```
! RIJCOSX wB97M-V def2-TZVPD def2/J DEFGRID3
* xyz 0 1
C 0.0054 0.7461 -0.5715
C 0.2777 -0.6165 -0.1255
O 1.8646 -0.7466 -0.4526
N 2.5641 -0.5426 0.7837
H 1.4815 1.5401 0.5047
O -1.2125 0.8487 0.5162
H -0.4543 0.8071 -1.5577
H -2.7972 -0.4753 0.5425
N 0.9147 1.7691 -0.3155
H 0.3766 -2.6992 0.0319
H 2.8607 -1.4786 1.0581
H -3.2213 1.2269 0.3453
C -0.2525 -1.8178 0.0429
C -2.4908 0.4618 0.0620
H 0.5354 2.6799 -0.5423
H -1.3077 -1.9897 0.2066
H 3.4053 -0.0426 0.4987
H -2.5498 0.3292 -1.0274
*
```

Computed properties:
lowest unoccupied orbital energy = 0.033 Eh
HOMO = -8.84 eV
frontier orbital gap = 9.75 eV
SMILES = C=C(ON)[C@H](N)OC

Here are the Mulliken charges for atoms 1 to 8, given in e: 0.13 0.63 -0.35 -0.51 0.27 -0.44 0.35 0.22



Computed, not measured: 2 unconnected molecules or ions with the total composition C8H12OS, with wB97M-V/def2-TZVPD.

ORCA input file:
```
! RIJCOSX wB97M-V def2-TZVPD def2/J DEFGRID3
* xyz 0 1
C 2.3193 1.7513 0.5762
H 0.2125 -1.1652 -3.2655
C 0.5507 -0.3706 -0.5367
C -1.9828 0.8884 2.2169
C 0.9641 0.7290 -1.1859
H 0.4990 -2.3972 2.4894
S 0.9485 -0.6009 1.1873
H -1.0232 -2.0762 1.9050
C -0.0338 -2.0836 1.6266
C -0.5917 -1.2479 -2.4608
H 0.1428 -2.7679 0.7833
H 1.2866 2.7630 -0.9837
H 2.7645 2.5266 1.2218
H 2.7524 0.7860 1.0220
H 0.8152 0.7754 -2.3020
C -1.5367 1.7113 1.4905
H -1.2353 -2.0995 -2.4315
O -0.1645 -1.3735 -1.0790
H -0.7753 2.3529 0.9881
H -1.0284 -0.2168 -2.5266
C 1.5183 1.8457 -0.5545
H -2.3830 0.1701 2.9550
*
```

Computed properties:
lowest unoccupied orbital energy = 0.028 Eh
HOMO = -7.77 eV
frontier orbital gap = 8.54 eV
SMILES = C=C/C=C(/OC)SC.C#C

Here are the Mulliken charges for atoms 1 to 8, given in e: -0.72 0.27 0.89 -0.42 -0.42 0.38 -0.02 0.32



Computed, not measured: a gas-phase ion, C9H20N2P (charge +1), with wB97M-V/def2-TZVPD.

ORCA input file:
```
! RIJCOSX wB97M-V def2-TZVPD def2/J DEFGRID3
* xyz 1 1
H 0.8274 3.1744 -2.1519
H -2.5491 -1.8460 -0.5843
H -0.3273 2.5480 2.0076
H -1.7066 -0.3543 -0.2096
H 1.7182 2.9707 -0.5267
C 0.7550 1.1281 1.0953
H 1.4045 0.7720 -2.0489
C -1.9286 -1.2757 0.1871
H -1.9009 -0.4394 2.3976
C 0.7239 1.1529 -1.2952
H 0.0175 4.0650 0.3890
H 2.8400 -0.6584 -0.4784
H -0.4894 -3.2278 -1.2830
H 0.8294 0.5080 1.9087
N 1.0889 0.5689 0.0129
H -1.1851 2.9763 -0.2167
H 0.7670 -3.4405 0.1556
C 0.9162 2.6711 -1.1064
P -3.0261 -0.9665 1.6592
H 1.8242 -2.4496 -1.4192
C -0.8148 -2.1898 0.6733
C 1.7568 -0.7141 -0.1120
H -1.4857 -2.9609 1.1707
C -0.1307 3.0597 -0.0432
H 0.7223 -1.2085 -1.9078
C 1.1174 -1.7745 -0.9529
H -3.3566 0.1722 1.0358
H 1.8885 -1.0912 0.9465
H -0.3148 0.9719 -1.5288
C 0.0723 -2.6893 -0.3758
H -0.1429 -1.7031 1.4578
N 0.0890 2.2507 1.1437
*
```

Computed properties:
lowest unoccupied orbital energy = -0.104 Eh
HOMO = -12.55 eV
frontier orbital gap = 9.72 eV
SMILES = PCCCCC[N+]1=CNCCC1

Here are the Mulliken charges for atoms 1 to 8, given in e: 0.33 0.43 0.27 0.13 0.38 -0.04 0.56 -0.65



Computed, not measured: a molecular structure, C22H40O6P2Ti, with wB97M-V/def2-TZVPD.

ORCA input file:
```
! RIJCOSX wB97M-V def2-TZVPD def2/J DEFGRID3
* xyz 2 3
H 3.2788 -2.8572 2.7290
H 0.3396 2.6132 -1.3675
H 3.1152 -1.1083 2.9829
C -2.4769 1.3975 -0.4332
H -0.6812 -3.0534 3.2398
O -0.2981 -1.7168 -2.0258
C 2.0645 -5.7883 -0.1756
C -2.4935 -2.9080 -0.1076
H 1.7804 3.3988 -0.7071
H 3.6072 -1.8491 -0.9965
H -3.0234 -1.9973 -0.3829
H 2.0028 1.7260 3.5446
C 1.9652 1.9591 1.4116
C 1.2887 1.7116 2.7204
C 2.1435 1.4922 -1.6595
H -3.3763 1.4681 -1.0450
C 1.5610 -3.5106 0.4500
H -0.6910 1.0009 -2.6596
H 3.9993 -0.5559 0.1364
H -1.0428 -1.1050 -3.8782
H -2.3239 -2.4364 2.9516
H -2.5264 0.3104 3.4674
H -3.4816 0.1645 1.0349
H -3.1769 -3.5514 0.4461
C -1.5271 -3.0668 2.5519
O 0.9403 1.8603 0.4063
O 1.5294 0.2065 -1.5951
H -2.2128 -1.6561 -2.6818
H 2.4219 2.9500 1.3975
H 1.7384 -2.1737 3.2812
H 3.5497 -4.2944 0.1563
H -1.2732 -5.3572 0.1352
H 2.7378 1.2122 1.2116
H -2.1993 -3.4177 -1.0233
C -1.2951 -1.0855 -2.8137
C 1.2874 2.4386 -0.8620
C 0.1961 -3.8094 0.4398
C 3.6798 -1.5962 0.0605
H -2.4355 0.7173 -2.8045
C 2.4879 -4.5091 0.1468
H 0.5175 2.4638 2.8962
H -1.7550 1.9032 3.3719
H 2.1809 1.8455 -2.6938
P 2.0746 -1.8180 0.8993
C -2.8402 1.0462 0.9776
H 2.7363 -0.7136 -3.0261
C 0.9740 -1.8687 -2.6370
C 2.6024 -2.0069 2.6391
H -1.8977 -4.0911 2.4950
H 4.4479 -2.2190 0.5182
H -0.0813 0.6188 4.5616
C -1.5080 0.3380 -2.3733
C -0.2187 -5.1052 0.1354
H 1.5323 -2.5414 -1.9897
H -0.4864 -0.8660 3.6910
H 1.2538 0.0379 -3.6267
O 0.6781 0.4072 2.6379
H 0.3711 -7.0860 -0.4268
H 0.8788 -2.3538 -3.6128
C -0.3759 0.2101 3.5949
H 2.7915 -6.5524 -0.4179
H -1.9426 2.3492 -0.4802
O -1.6098 0.7766 1.6595
Ti 0.0675 -0.2180 0.5296
C -1.6574 0.8541 3.0894
O -1.6252 0.3478 -0.9325
H -3.3487 1.8904 1.4472
C 0.7066 -6.0870 -0.1802
H 3.1710 1.4283 -1.2915
P -1.0057 -2.5023 0.8874
C 1.6779 -0.5465 -2.8032
*
```

Computed properties:
lowest unoccupied orbital energy (spin up / spin down) = -0.157 / -0.162 Eh
HOMO (spin up / spin down) = -12.68 / -14.34 eV
frontier orbital gap (spin up / spin down) = 8.40 / 9.94 eV
<S²> = 2.0036

Here are the Mulliken charges for atoms 1 to 8, given in e: 0.54 0.18 0.40 -0.68 0.44 -0.18 -0.89 -1.84



Computed, not measured: 4 unconnected molecules or ions with the total composition CH9NO3, with wB97M-V/def2-TZVPD.

ORCA input file:
```
! RIJCOSX wB97M-V def2-TZVPD def2/J DEFGRID3
* xyz 0 1
H 0.9250 -0.4514 2.2701
O -2.0119 -2.1680 0.3608
O -0.4795 2.8292 -0.0540
H 2.0486 -0.0614 0.3100
N 1.1794 0.4686 0.4264
H 0.0718 2.0515 -0.2423
H -0.3466 0.7631 1.7496
H -2.4445 -1.9445 -0.4717
H -0.2971 3.4240 -0.7878
H 0.7142 -0.6148 -1.6282
O 1.4365 -0.9635 -2.1852
H 1.1688 -1.8892 -2.2753
H -2.5579 -1.7103 1.0134
C 0.5931 0.2666 1.5143
*
```

Computed properties:
lowest unoccupied orbital energy = 0.021 Eh
HOMO = -10.54 eV
frontier orbital gap = 11.11 eV
SMILES = C=N.O.O.O

Here are the Mulliken charges for atoms 1 to 8, given in e: 0.26 -0.64 -0.66 0.24 -0.54 0.37 0.21 0.32



Computed, not measured: 2 unconnected molecules or ions with the total composition C2H8OS, with wB97M-V/def2-TZVPD.

ORCA input file:
```
! RIJCOSX wB97M-V def2-TZVPD def2/J DEFGRID3
* xyz 0 1
H 1.4754 1.4021 -5.1114
H -1.9433 -1.2377 1.5641
S -0.4415 -2.4078 2.7858
H -1.0746 0.1786 2.6955
H -0.0283 -1.6911 3.7587
O 0.9595 2.1778 -5.5392
C -1.0212 -0.7269 1.9883
H -0.2290 -0.2404 -0.1955
H 0.8726 -0.8272 0.9191
C 0.0296 -0.1926 0.9141
H 0.6759 0.7956 1.0198
H 0.7249 2.7696 -4.7994
*
```

Computed properties:
lowest unoccupied orbital energy = 0.024 Eh
HOMO = -9.22 eV
frontier orbital gap = 9.89 eV
SMILES = CCS.O

Here are the Mulliken charges for atoms 1 to 8, given in e: 0.33 0.28 -0.23 0.30 0.12 -0.65 -0.48 0.25



Computed, not measured: a molecular structure, C4H8O2, with wB97M-V/def2-TZVPD.

ORCA input file:
```
! RIJCOSX wB97M-V def2-TZVPD def2/J DEFGRID3
* xyz 0 1
O -1.1530 1.4236 -0.5762
H 0.9580 1.1751 -0.2576
H 1.9310 0.1658 -1.3370
O 0.2139 -2.0154 -0.2330
C 1.5156 0.2392 -0.3191
H 2.3015 0.1951 0.4425
C -0.0194 -0.7499 0.0693
C -0.7495 -0.1776 1.2309
C -1.2312 0.0852 -0.1914
H -1.1230 1.4600 -1.5417
H -1.2802 -0.8899 1.8520
H 1.1726 -1.0501 -0.3578
H -2.0882 -0.4803 -0.5588
H -0.3529 0.6963 1.7392
*
```

Computed properties:
lowest unoccupied orbital energy = 0.022 Eh
HOMO = -8.54 eV
frontier orbital gap = 9.14 eV

Here are the Mulliken charges for atoms 1 to 8, given in e: -0.54 0.39 0.39 -0.79 -1.23 0.33 0.81 -0.76



Computed, not measured: a molecular structure, C4H19B2NOSn, with wB97M-V/def2-TZVPD.

ORCA input file:
```
! RIJCOSX wB97M-V def2-TZVPD def2/J DEFGRID3
* xyz 0 1
H -3.4191 1.9352 -1.1367
C 1.4260 0.0317 0.9895
H -2.0469 2.9587 -2.1155
Sn -2.2204 0.0580 0.1448
H 0.5046 -0.4776 2.7031
C 0.2180 1.1825 -2.3352
H -0.0421 -1.2783 1.5443
H 0.6259 0.3430 -2.9036
C 1.3119 0.0803 -0.5102
N 0.2081 -0.3019 1.7447
H 3.5083 -0.7186 0.8127
H -1.7738 -3.8752 0.6953
H 0.9235 2.0098 -2.4752
B -2.5636 2.7792 -1.0737
H -1.7760 2.3661 -0.2383
H 1.6371 1.0149 1.4265
H -0.7462 1.5263 -2.6890
H -0.3424 -2.9198 1.6552
H 2.8095 -0.8005 2.4682
H 1.2270 -0.9502 -0.8802
H -2.9020 3.8085 -0.6140
H 2.2606 0.4618 -0.9028
O 0.2687 0.9269 -0.9370
H 2.2909 -1.8932 1.2140
B -1.2251 -2.8508 0.8720
C 2.6021 -0.8582 1.4009
H -2.0102 -2.0475 1.3171
H -0.7542 -2.5112 -0.1771
*
```

Computed properties:
lowest unoccupied orbital energy = -0.083 Eh
HOMO = -9.73 eV
frontier orbital gap = 7.48 eV

Here are the Mulliken charges for atoms 1 to 8, given in e: -0.28 0.63 -0.22 0.79 0.28 -0.85 -0.10 0.36



Computed, not measured: a molecular structure, C11H10ClF3Tl, with wB97M-V/def2-TZVPD.

ORCA input file:
```
! RIJCOSX wB97M-V def2-TZVPD def2/J DEFGRID3
* xyz -1 1
C 0.1751 -2.4830 -0.0137
H 2.0167 1.1025 0.6636
H -3.3768 2.3493 -1.7961
H 0.4168 1.8794 2.7331
C -0.4511 1.7561 -3.3653
H -3.1938 -0.1460 -2.8891
H -0.7634 -0.3557 -4.1058
C 1.0607 1.0000 2.7156
F 0.9968 -2.0583 -1.0405
F -1.0848 -2.7351 -0.6116
H 2.2050 -1.9988 3.7788
C 1.8908 0.5795 1.6119
H -1.0561 3.6776 -2.3393
Tl -0.5418 -0.9307 1.3325
C -2.4014 0.6361 -2.9051
C -1.2926 2.6270 -2.6258
C 1.1046 -0.0288 3.7214
H 0.5584 2.0051 -3.7658
C -1.1369 0.5261 -3.5382
H 0.5359 -0.0507 4.6500
C -2.4981 1.9350 -2.3419
H 3.1217 -1.2966 1.3231
Cl -1.3659 -2.5377 3.1848
F 0.6390 -3.6818 0.4194
C 2.4668 -0.6969 1.9512
C 1.9745 -1.0736 3.2529
*
```

Computed properties:
lowest unoccupied orbital energy (spin up / spin down) = 0.064 / 0.008 Eh
HOMO (spin up / spin down) = -4.07 / -3.74 eV
frontier orbital gap (spin up / spin down) = 5.83 / 3.97 eV

Here are the Mulliken charges for atoms 1 to 8, given in e: 0.42 0.42 0.33 0.41 -0.27 0.36 0.33 -0.52



Computed, not measured: 2 unconnected molecules or ions with the total composition C5H13O2, with wB97M-V/def2-TZVPD.

ORCA input file:
```
! RIJCOSX wB97M-V def2-TZVPD def2/J DEFGRID3
* xyz 0 2
O 1.3445 0.8540 -1.6639
H 2.1935 0.5666 -1.2074
H 1.5647 -0.9546 1.1794
C -1.0162 -0.1790 1.1602
H 0.2483 -0.9032 -1.0034
H -0.9365 1.9256 -1.4268
O -0.7791 -2.3939 0.0340
H -0.9294 -1.3207 0.8930
H 0.0571 1.6473 0.6373
H 2.3326 0.6553 0.9512
H -0.6470 -3.3639 0.1277
H -1.0281 -0.0267 2.2597
C 0.2011 0.2101 -0.9661
H 1.3161 0.3557 2.3617
H -1.9513 0.2359 0.7183
C -0.9838 0.8563 -1.7050
H -0.7665 0.7369 -2.7751
H -1.9000 0.4231 -1.4261
C 1.4627 0.1171 1.3118
C 0.2172 0.5580 0.5395
*
```

Computed properties:
lowest unoccupied orbital energy (spin up / spin down) = 0.027 / -0.091 Eh
HOMO (spin up / spin down) = -9.89 / -9.84 eV
frontier orbital gap (spin up / spin down) = 10.63 / 7.35 eV
<S²> = 0.7566

Here are the Mulliken charges for atoms 1 to 8, given in e: -0.57 0.32 0.27 -0.88 0.28 0.32 -0.46 0.07



Computed, not measured: 2 unconnected molecules or ions with the total composition C3H8N2O, with wB97M-V/def2-TZVPD.

ORCA input file:
```
! RIJCOSX wB97M-V def2-TZVPD def2/J DEFGRID3
* xyz 0 1
C -0.0665 -1.6237 1.1093
H -2.0725 -0.2257 -0.2107
H 2.1059 1.8492 0.0848
N 0.1496 -0.3373 1.1852
C 2.0461 1.2364 -0.8280
C -1.1969 0.3331 -0.5670
H -0.6957 -0.2637 -1.3374
H 0.7855 -0.0300 1.9222
O 2.5842 0.1708 -0.9292
N -0.2965 0.6633 0.5028
H -0.6935 -2.0359 0.3481
H -1.5360 1.2693 -1.0010
H 1.4614 1.6847 -1.6452
H 0.4270 -2.2775 1.8002
*
```

Computed properties:
lowest unoccupied orbital energy = 0.035 Eh
HOMO = -7.92 eV
frontier orbital gap = 8.87 eV

Here are the Mulliken charges for atoms 1 to 8, given in e: -0.41 0.40 0.26 0.39 -0.12 -0.97 0.35 0.28



Computed, not measured: a molecular structure, C34H62F7I2NO10S, with wB97M-V/def2-TZVPD.

ORCA input file:
```
! RIJCOSX wB97M-V def2-TZVPD def2/J DEFGRID3
* xyz 0 1
O -1.1289 -3.7635 -1.3528
C -8.3554 2.4104 -1.6922
C 5.5999 -2.2505 -3.0058
S -0.3144 -5.4930 2.2419
C -9.7346 1.8553 -2.0000
C 1.6722 -3.0289 0.1417
H 1.9649 1.8077 -4.2073
H -10.4842 2.2642 -1.3206
C -0.4319 0.5965 -0.3223
C 0.8228 0.7854 0.2364
H -4.3470 0.0335 1.1557
H 7.9937 -2.7992 1.1226
H -0.5409 3.3836 0.6689
H 2.1630 2.1263 1.2610
C -0.2617 2.5252 2.6022
C 2.9257 10.3967 3.5983
H 0.8826 -3.4410 2.3365
H -0.6531 -4.1918 5.7223
H -8.9643 -3.9387 0.0887
C -0.4238 -3.2203 -0.5888
H -8.3554 3.5022 -1.7808
H 0.8034 3.9978 1.5695
H 3.6373 0.1349 -5.0761
H 4.0129 10.4821 3.5973
C -2.2833 -4.4638 -5.8083
C 3.3732 4.6766 5.3089
H 4.0927 4.2631 6.0167
H -3.5167 -1.5090 1.3826
H -10.0286 2.0977 -3.0239
N 0.4826 -3.8553 0.3460
H 1.6110 2.6835 -0.3064
O 9.0518 -2.5239 -0.6286
H -9.7346 0.7685 -1.9092
H 6.5364 -2.0306 -1.4613
C -9.8830 -1.9846 0.1394
F -0.1393 3.4415 3.5982
H 2.2784 5.8246 6.7742
H -10.2354 -2.0581 1.1710
H 1.1498 5.8796 4.7537
C 1.7436 0.7347 -4.2016
H 5.1301 -3.8197 -4.4050
C 2.7840 5.9780 5.8160
C 1.3090 2.1781 0.6085
H 9.2642 -1.6127 -0.4070
H 1.5071 0.5972 -2.2815
C -0.9833 -5.2643 3.9106
O 0.9650 0.4069 -3.0543
O -3.0072 -4.8096 -4.6345
H -1.2176 -6.3323 -5.9211
C 1.1236 -1.6035 0.1094
C 0.0428 -3.7763 1.7362
H -2.5879 0.0112 1.2439
F 0.3838 1.4354 3.0266
H -2.4431 -4.6165 -3.8770
O 1.8535 6.5242 4.8787
H 3.6083 0.1382 -3.3019
H -8.3274 -2.8046 -1.1095
F -1.2037 1.6594 -0.5952
C -0.4148 -4.0632 4.6690
H 6.3911 -1.9922 -2.2934
C 0.2826 3.0848 1.2975
C -0.9972 -5.2646 -5.9105
C 1.6328 -0.3528 0.4408
H 2.5843 3.9381 5.1461
H -10.7075 -2.2464 -0.5256
C -2.2956 -0.7934 -1.2611
H 2.6370 9.8827 4.5179
H 2.7603 10.1192 1.4661
H 3.5645 6.7237 5.9573
H 4.4021 -3.0011 -1.6650
O 2.7373 -3.4704 -0.0930
H 0.6640 -3.9944 4.5833
H 5.7672 -2.2462 0.1201
H -2.9299 -4.6687 -6.6604
H 7.6258 -3.9003 -0.2111
C -0.1653 -1.7422 -0.3942
C 7.8382 -2.8627 0.0403
O -7.5957 -2.5453 0.7595
H -9.6056 -0.9446 -0.0375
I -5.3132 -0.9662 -1.4731
H 2.4949 11.3993 3.6126
H 2.7571 7.8525 3.1450
F 2.9529 0.1339 2.3184
H -2.0664 -3.3896 -5.7939
H 5.5241 -1.4459 -3.7358
C 5.9169 -3.5650 -3.6943
H -2.0562 -5.1242 3.8127
F 3.7341 0.7235 0.3780
H 3.8740 4.8354 4.3530
H -7.8889 -2.6310 1.6716
C -8.6881 -2.8935 -0.0854
C 2.4578 9.6159 2.3835
H -0.8975 -3.1403 4.3677
C -3.4593 -0.5342 0.9048
C -3.4381 -0.7447 -0.5864
C 3.0234 -0.0786 -4.1981
C 3.0211 -0.2174 1.0199
F -1.5708 2.2492 2.5215
H -0.4438 -5.0109 -6.8168
H 6.9099 -0.9205 -0.1483
F 3.7207 -1.3395 0.9534
H 1.3652 9.5327 2.3838
H 1.1324 0.5100 -5.0748
H -0.3554 -5.0713 -5.0478
H -0.8347 -6.1555 4.5085
C 6.6906 -1.9653 -0.3829
H 2.7918 -1.1427 -4.1782
H -7.5993 2.0935 -3.4599
H 5.9760 -4.3772 -2.9663
H -0.8175 -3.1249 1.8823
O 4.3485 -2.3010 -2.3242
H 6.8673 -3.5102 -4.2270
I -2.1275 -1.0480 -3.3306
H -8.0571 2.1515 -0.6773
C -0.9711 -0.6491 -0.6392
O -7.3624 1.8660 -2.5558
O 3.0302 8.3142 2.3430
*
```

Computed properties:
lowest unoccupied orbital energy = -0.027 Eh
HOMO = -8.59 eV
frontier orbital gap = 7.87 eV

Here are the Mulliken charges for atoms 1 to 8, given in e: -0.49 -0.25 0.08 -0.18 -1.00 -0.67 0.27 0.31